{
  "formula": "C35H38FN3O3RuSi",
  "method": "the ωB97M-V functional and the def2-TZVPD basis",
  "elements": ["C", "C", "C", "H", "C", "C", "H", "H", "H", "H", "Ru", "C", "H", "H", "H", "Si", "C", "C", "H", "C", "H", "C", "H", "C", "H", "C", "H", "C", "C", "H", "C", "H", "C", "H", "C", "H", "C", "H", "H", "H", "F", "C", "C", "C", "C", "O", "C", "C", "N", "C", "C", "C", "C", "C", "C", "N", "C", "C", "N", "C", "C", "C", "O", "O", "H", "H", "H", "H", "H", "H", "H", "H", "H", "H", "H", "H", "H", "H", "H", "H", "H", "H"],
  "coordinates": [[-0.860801, -1.638210, 1.686623], [-0.315159, -2.859817, 1.191069], [1.074822, -2.897616, 1.585254], [-0.872329, -3.623042, 0.637798], [1.367020, -1.711190, 2.356206], [0.171151, -0.931616, 2.395770], [0.113293, 0.051997, 2.842947], [-1.859755, -1.285804, 1.464900], [1.722600, -3.765997, 1.505579], [2.297142, -1.465061, 2.881605], [0.963083, -1.198895, 0.078126], [2.609205, -1.951044, -0.766726], [3.441142, -2.004779, -0.066549], [2.929683, -1.375055, -1.636119], [2.397464, -2.960395, -1.118058], [5.727512, -3.525229, -3.388050], [4.724171, -4.790126, -4.313408], [3.903631, -5.689566, -3.602557], [3.864329, -5.660280, -2.505242], [3.131596, -6.630276, -4.302582], [2.492512, -7.320095, -3.745685], [3.174137, -6.694370, -5.705607], [2.565596, -7.432302, -6.246933], [4.004233, -5.803500, -6.408618], [4.042561, -5.849631, -7.500948], [4.778361, -4.854943, -5.723887], [5.431094, -4.167504, -6.277063], [6.498739, -4.271386, -1.866619], [7.062374, -5.563151, -1.914743], [7.045957, -6.143984, -2.846780], [7.647618, -6.112894, -0.763010], [8.086134, -7.113364, -0.808037], [7.671794, -5.392586, 0.443332], [8.132501, -5.827568, 1.341308], [7.100625, -4.108768, 0.488284], [7.115123, -3.542950, 1.424181], [6.518265, -3.543260, -0.655961], [6.070040, -2.542149, -0.612914], [4.884787, -2.382885, -2.980630], [6.780932, -3.025764, -4.294766], [-3.503091, 1.501741, 4.180832], [-3.228418, 2.123624, 2.969519], [-2.295260, 1.516575, 2.178264], [-2.032488, 2.050937, 0.896016], [-1.080298, 1.392981, 0.057280], [-0.393600, 0.466925, 0.580357], [-0.875691, 1.811997, -1.284932], [-1.557432, 2.939864, -1.684643], [-2.359789, 3.678536, -0.822469], [-3.009458, 4.860637, -1.271790], [-2.756548, 5.548389, -2.580163], [-3.957309, 4.676034, -2.422612], [-2.708091, 3.190826, 0.468310], [-3.694454, 3.792021, 1.284133], [-3.989332, 3.268408, 2.595259], [-4.915576, 3.856276, 3.460548], [-6.161864, 4.403527, 2.966029], [-6.385400, 5.785453, 3.576233], [-6.331541, 5.611572, 5.045083], [-5.102971, 5.001750, 5.596649], [-4.915224, 3.660032, 4.897110], [0.043514, 0.996103, -2.181393], [0.182334, 1.341372, -3.342835], [0.666708, -0.090149, -1.700284], [-1.783550, 0.631399, 2.502170], [-1.420833, 3.344365, -2.703459], [-3.188802, 5.593942, -0.468430], [-3.077414, 6.583134, -2.694831], [-1.829476, 5.229074, -3.062793], [-4.028643, 3.690206, -2.895400], [-4.937829, 5.152137, -2.373580], [-4.228319, 4.697930, 0.926798], [-7.025209, 3.762305, 3.225068], [-6.119081, 4.497089, 1.873684], [-5.563240, 6.469975, 3.360847], [-7.334241, 6.236971, 3.297051], [-6.478134, 6.497155, 5.503763], [-7.092892, 5.007216, 5.316234], [-5.173456, 4.912325, 6.679055], [-4.307115, 5.700891, 5.335677], [-5.719694, 2.976468, 5.215977], [-3.963975, 3.237045, 5.230181]],
  "forces_ev_per_a": [[0.5765, -0.8604, 0.1114], [-0.0101, 0.4477, 0.6917], [-0.0344, 0.0470, 0.0159], [0.4301, 0.3699, 0.2094], [-1.0191, -0.0469, -0.0019], [0.5391, -1.1629, 0.7205], [-0.0928, -0.2756, -0.1182], [0.1970, -0.0265, 0.1848], [-0.0538, 0.3391, -0.2388], [-0.4042, -0.1732, -0.5090], [-1.5108, 2.3095, -1.7657], [1.0380, -0.2692, -0.4364], [0.0347, -0.0760, 0.2208], [-0.3758, 0.2972, 0.1105], [-0.1478, -0.2198, 0.0811], [0.1578, 0.0159, -0.2108], [-0.1349, -0.2850, -0.2280], [-0.1487, -0.1203, -0.7395], [0.0481, -0.0246, -0.4788], [0.0924, 0.1044, -0.0596], [0.1966, 0.1875, -0.2056], [0.3041, 0.3947, 0.2473], [0.3424, 0.3950, 0.2930], [-0.0929, -0.0497, 0.1344], [-0.0003, 0.0085, 0.3908], [-0.3874, -0.4264, 0.3985], [-0.3185, -0.3242, 0.2163], [0.0045, -0.0704, 0.4423], [0.1053, 0.2429, 0.6373], [-0.0126, 0.2756, 0.4245], [-0.0764, 0.1648, 0.0055], [-0.1368, 0.3385, 0.0384], [-0.2314, 0.2327, -0.4194], [-0.2553, 0.2334, -0.4840], [0.0642, -0.1052, -0.0767], [0.0125, -0.1977, -0.3001], [0.2405, -0.7348, -0.0275], [0.2302, -0.4161, 0.0000], [-0.0433, 0.1075, 0.1111], [0.0127, 0.0760, -0.0834], [0.1259, 0.3361, -0.5949], [-1.4251, 0.6418, 0.3063], [-0.0300, 0.4442, -0.1364], [0.8197, -0.9730, -0.3232], [-0.7742, 1.9315, -0.8050], [1.3421, -1.4622, 1.0458], [-0.3482, -0.0795, 0.4656], [0.5053, 0.1822, -0.4210], [0.9312, -0.8247, 0.5043], [-0.9871, 1.2960, 0.3230], [0.6474, -0.4737, -0.3950], [-1.1260, -0.3556, -0.1236], [-0.9741, 1.0360, -0.5312], [0.0659, 0.4125, -0.2142], [1.7956, -1.7185, -0.4542], [-0.7393, 0.7142, 0.4744], [0.3884, 0.0958, -0.3483], [0.7460, -0.2111, -0.5075], [-0.8393, 0.2906, 0.8819], [0.9521, -0.2212, -0.7237], [0.5553, 0.1138, -0.1087], [-0.1222, 0.4539, -0.5519], [0.0110, -0.3414, 0.7746], [-0.0241, -0.4281, 0.5969], [-0.0959, 0.0220, 0.1556], [-0.1516, -0.3893, 0.7782], [-0.2667, -0.8326, -0.3439], [0.8132, -0.0600, 0.4126], [-0.6787, 0.2667, -0.4944], [0.3782, 0.2797, 0.3998], [0.3563, 0.1126, -0.1662], [0.4710, -0.8709, 0.3841], [0.0557, -0.0012, -0.0767], [-0.1070, -0.1022, 0.3448], [-0.0748, -0.0945, -0.3464], [-0.0889, -0.0327, 0.1373], [-0.2519, 0.4830, 0.2074], [-0.6561, -0.2506, 0.1890], [-0.2569, 0.0438, -0.0165], [0.1764, -0.2070, 0.1031], [0.0726, -0.0485, -0.0047], [-0.3308, 0.0992, -0.1000]],
  "homo_energy_ev": [-6.560, -9.784],
  "total_charge": 1,
  "lumo_ev": [-2.85, -4.54],
  "fmax_ev_per_a": 3.28,
  "gap_ev": [3.71, 5.24],
  "multiplicity": 6,
  "de_lowest_kj_mol": 0.0,
  "total_energy_ev": -60687.7469
}